Record 1
43
Properties=species:S:1:pos:R:3:forces:R:3 method="wB97M-V/def2-TZVPD" lumo_energy_ev="2.6973 / 2.3820" homo_energy_ev="-3.46 / -5.14" e_above_lowest_kj_mol=73.95 s_squared=0.760 multiplicity=2 charge=-1
Hg 1.91152 1.39304 -0.52219 -0.17 0.04 -0.05
O 0.24194 -0.86020 5.84394 0.00 0.00 -0.01
C 0.42501 -0.40289 4.57017 0.04 -0.04 -0.01
C -0.34513 0.62185 4.03919 -0.06 -0.01 0.07
C -0.09141 1.00157 2.73486 0.08 0.07 -0.03
N 0.86849 0.47336 1.98787 0.11 -0.01 -0.01
C 1.60592 -0.50647 2.50186 -0.12 -0.03 -0.01
C 1.40474 -0.99226 3.78738 -0.04 -0.01 0.02
C 2.69348 -1.13325 1.61628 0.26 0.02 0.46
O 3.07131 -2.26591 1.96307 -0.04 0.17 -0.18
O 3.12270 -0.43094 0.66627 0.08 -0.02 -0.01
C -0.91459 2.08603 2.08324 0.15 -0.08 -0.18
O -1.56189 2.88290 2.71248 -0.07 -0.02 -0.04
O -0.81383 2.01559 0.74850 -0.62 0.00 0.17
H -0.46713 -0.35367 6.25410 0.02 -0.01 -0.02
H -1.12633 1.11908 4.60299 0.02 0.00 -0.01
H 2.00364 -1.81822 4.14285 -0.01 0.01 0.01
C 2.27640 -2.14328 -1.68086 -0.01 -0.07 0.01
P 0.68242 -2.08137 -0.76791 -0.07 -0.06 -0.16
C 0.78660 -3.68503 0.12192 0.05 -0.08 0.03
C -0.48382 -2.59707 -2.12783 0.12 0.03 -0.07
C -0.62134 -1.56604 -3.25872 0.07 -0.05 0.04
P -0.63349 0.18831 -2.67451 0.04 0.01 0.04
C -2.26239 0.23499 -1.83238 -0.01 0.01 0.04
C -1.07339 1.00422 -4.26603 -0.04 0.02 -0.02
H 2.38890 -3.07528 -2.24257 -0.02 -0.03 -0.01
H 3.08531 -2.03224 -0.95470 -0.10 -0.05 -0.08
H 2.34258 -1.29660 -2.36547 -0.01 0.04 -0.03
H 1.01363 -4.51894 -0.54989 -0.02 0.02 -0.02
H -0.15229 -3.88928 0.63933 -0.04 0.01 -0.01
H 1.57702 -3.59992 0.87086 -0.03 -0.01 -0.03
H -1.45908 -2.77088 -1.66548 -0.01 0.03 0.05
H -0.15398 -3.55576 -2.54444 -0.03 -0.02 0.02
H -1.51619 -1.77295 -3.85639 -0.02 0.03 -0.01
H 0.23524 -1.64603 -3.93495 0.02 -0.02 0.01
H -3.07183 -0.13016 -2.47150 0.02 -0.02 -0.02
H -2.47742 1.25744 -1.52034 0.00 0.00 0.02
H -2.21007 -0.37194 -0.92701 0.02 0.03 0.00
H -1.94665 0.55278 -4.74616 0.00 -0.01 0.02
H -0.22468 0.94730 -4.94973 0.00 0.00 0.00
H -1.27952 2.05991 -4.08158 0.01 -0.01 0.00
O 0.17288 4.05391 0.30770 -0.03 0.06 0.00
C 0.18684 2.90659 0.04106 0.47 0.08 -0.02

***

Record 2
42
Properties=species:S:1:pos:R:3:forces:R:3 method="wB97M-V/def2-TZVPD" lumo_energy_ev=-1.5836 homo_energy_ev=-9.20 smiles="O=C1NC(=O)c2c(I)cccc21.CCOP(=O)(OCC)OCC"
O 6.61739 3.00697 4.22135 -2.94 -2.44 -2.41
C 5.70104 2.38159 3.65447 0.51 2.25 1.77
N 5.84798 1.21827 2.71931 -1.23 0.72 0.66
C 4.62420 0.36431 2.91494 -0.36 -1.53 0.16
O 4.63763 -0.86740 2.74535 -0.43 4.65 0.52
C 3.48503 1.36369 3.39687 -2.10 2.49 1.45
C 1.94797 1.22581 3.48261 2.10 3.29 1.13
I 1.00247 -0.62923 2.87097 0.60 1.57 0.51
C 1.14274 2.46441 4.00638 2.87 0.31 -0.14
C 1.83568 3.80659 4.44397 2.41 -2.90 -1.17
C 3.40319 3.92482 4.39641 -1.99 -3.72 -1.19
C 4.15367 2.68513 3.87063 -2.28 -1.25 -0.42
H 5.65051 1.65256 1.79213 0.67 -0.44 0.46
H -0.00319 2.37851 4.07482 2.11 0.17 -0.17
H 1.21558 4.70846 4.79881 1.03 -1.76 -0.65
H 3.97807 4.84692 4.72478 -0.97 -1.40 -0.51
C -5.04093 0.24728 -1.14125 -0.12 0.02 -0.13
C -3.66738 0.49015 -0.54357 -0.32 0.10 0.19
O -2.77031 -0.56119 -0.86869 -0.42 0.31 -0.85
P -2.14240 -0.62114 -2.39808 3.08 -4.15 7.67
O -1.08885 0.47522 -2.20669 -2.58 0.87 -3.54
O -1.08799 -1.88451 -2.14489 -0.44 0.14 -1.34
C 0.28809 -1.74372 -2.49302 0.39 0.08 0.12
C 1.11941 -1.36829 -1.28082 0.03 -0.06 0.24
O -3.33092 -1.80252 -2.74624 0.53 3.05 -1.84
C -3.26704 -2.45043 -4.02191 -0.17 -0.70 -0.36
C -2.39984 -3.70080 -3.97873 0.37 0.00 -0.23
H -5.00595 0.31181 -2.23257 -0.07 0.04 0.05
H -5.75830 0.98658 -0.77734 0.05 -0.01 -0.03
H -5.40282 -0.75236 -0.88913 0.06 0.11 0.04
H -3.25914 1.45079 -0.87270 0.03 0.01 0.04
H -3.74614 0.51807 0.54635 0.16 -0.08 -0.08
H 0.41219 -1.02440 -3.30666 -0.01 0.04 0.20
H 0.63238 -2.70966 -2.87748 -0.21 -0.03 0.06
H 0.68897 -0.53201 -0.72692 -0.02 0.06 -0.24
H 2.13770 -1.10443 -1.57687 -0.04 -0.05 0.02
H 1.16852 -2.20838 -0.58279 0.05 0.00 -0.09
H -2.91727 -1.75378 -4.78851 -0.08 -0.09 -0.06
H -4.28946 -2.74081 -4.27479 0.00 0.22 0.07
H -1.35134 -3.44952 -4.13717 -0.02 -0.07 0.13
H -2.68205 -4.39310 -4.77700 -0.13 0.08 0.08
H -2.47904 -4.21026 -3.01632 -0.11 0.09 -0.10

***

Record 3
40
Properties=species:S:1:pos:R:3:forces:R:3 method="wB97M-V/def2-TZVPD" lumo_energy_ev=0.5264 homo_energy_ev=-8.75 smiles="C=CCn1c(SCC(=O)N2CCCCC2)nc(O)cc1=O" e_above_lowest_kj_mol=38.29
C 3.38250 0.24325 -1.41795 0.10 -0.01 -0.05
C 3.65021 0.21843 -0.12690 0.03 0.07 0.12
C 3.00479 1.11833 0.88286 0.28 0.30 -0.26
N 2.45214 0.35982 1.99233 0.02 0.02 0.08
C 1.30471 -0.32559 1.87225 -0.50 -0.35 0.17
S 0.44505 -0.21906 0.35081 -0.19 -0.07 -0.36
C -0.99530 -1.26980 0.73586 0.35 0.05 0.17
C -1.80580 -1.57112 -0.52001 0.23 -0.06 0.37
O -1.83140 -2.70462 -0.95954 0.14 -0.27 -0.04
N -2.50648 -0.56105 -1.06897 -0.32 0.15 -0.23
C -2.47513 0.83346 -0.69399 0.26 0.37 0.09
C -1.77096 1.65110 -1.77953 -0.33 0.05 0.04
C -2.47774 1.45439 -3.11793 0.29 -0.12 -0.04
C -2.54728 -0.03351 -3.45159 -0.27 0.13 0.12
C -3.22054 -0.79415 -2.31059 0.05 -0.36 -0.39
N 0.77535 -1.04934 2.81105 -0.19 -0.22 0.18
C 1.43373 -1.12868 3.99309 0.33 0.43 -0.41
O 0.86014 -1.89858 4.92295 0.06 -0.05 0.19
C 2.60043 -0.46429 4.23157 -0.17 -0.27 0.33
C 3.19122 0.34224 3.21481 -0.25 -0.14 0.12
O 4.21549 0.98749 3.29253 0.29 0.10 0.05
H 3.88235 -0.40739 -2.11383 0.13 -0.14 -0.11
H 2.65579 0.92295 -1.83137 -0.20 0.16 -0.05
H 4.38030 -0.46701 0.28156 0.12 -0.12 -0.01
H 3.76387 1.77228 1.32878 -0.27 -0.07 -0.10
H 2.21452 1.71957 0.42440 0.10 0.04 0.06
H -0.60510 -2.21227 1.11666 -0.20 0.11 -0.08
H -1.58606 -0.77735 1.50740 -0.03 -0.07 -0.01
H -1.97480 0.97103 0.26187 -0.09 -0.04 0.02
H -3.51162 1.17888 -0.59410 0.07 0.01 0.07
H -1.77076 2.70455 -1.49729 0.06 0.04 0.03
H -0.73508 1.31473 -1.85518 0.07 0.05 0.02
H -1.94622 1.99158 -3.90468 -0.06 0.07 -0.02
H -3.48990 1.86196 -3.05772 -0.05 0.06 -0.03
H -3.10651 -0.19313 -4.37396 0.03 -0.05 -0.05
H -1.53839 -0.42635 -3.59050 0.03 -0.07 -0.05
H -3.21605 -1.86803 -2.50046 -0.09 0.16 0.05
H -4.25423 -0.45316 -2.18788 0.01 -0.02 0.00
H 0.05395 -2.28407 4.55142 0.10 0.11 -0.09
H 3.09881 -0.53747 5.18177 0.09 0.02 0.09

***

Record 4
41
Properties=species:S:1:pos:R:3:forces:R:3 method="wB97M-V/def2-TZVPD" lumo_energy_ev=0.3619 homo_energy_ev=-8.01 smiles="O=S1(=O)OCCO1.c1cc[nH]c1.c1cc[nH]c1.c1cc[nH]c1" e_above_lowest_kj_mol=419.98
O 23.53958 -22.69423 18.40771 0.33 -2.21 -3.03
S 23.69677 -23.48723 17.16622 0.20 0.89 1.49
O 24.76251 -23.11270 16.23951 -2.51 -0.99 1.43
O 23.81928 -25.11446 17.56029 2.43 2.20 0.96
C 22.87985 -25.93120 16.98230 -1.49 0.27 -0.62
C 21.72223 -24.98397 16.87905 -2.13 0.05 -1.27
O 22.19798 -23.66234 16.45655 1.78 -0.98 0.87
H 23.20314 -26.32933 16.02049 0.10 0.09 -0.07
H 22.55754 -26.74889 17.62697 0.51 0.01 0.24
H 21.10936 -24.92002 17.77816 0.60 0.36 0.42
H 21.00221 -25.34110 16.14275 0.15 0.34 -0.42
C 18.92832 -21.16461 10.43751 0.86 1.11 -0.35
C 18.75904 -20.04319 9.56039 -0.76 0.00 1.23
C 18.41230 -20.55196 8.36213 0.17 1.15 -1.69
N 18.49895 -21.88541 8.40363 -0.29 -1.16 -0.35
C 18.80689 -22.29568 9.67144 0.45 -0.30 0.26
H 19.30342 -20.94426 11.42602 -0.22 -0.89 0.20
H 18.75001 -19.00905 9.87160 0.10 -0.07 -0.17
H 18.20257 -20.08923 7.40908 -0.10 0.20 0.17
H 18.31791 -22.45301 7.58806 0.10 -0.12 0.47
H 19.07531 -23.32770 9.84258 -0.31 0.09 0.23
C 16.86828 -20.10054 15.10566 0.19 -2.88 0.62
C 17.16940 -18.77201 15.24862 2.30 0.97 0.64
C 18.43060 -18.74874 15.88463 -0.50 1.98 -0.51
N 18.89302 -19.99651 16.11887 -1.82 -0.92 -0.37
C 17.89015 -20.85349 15.69710 0.03 0.13 -0.86
H 16.00801 -20.58556 14.66853 -0.04 0.26 -0.07
H 16.66947 -17.91783 14.81637 -0.04 -0.03 0.33
H 18.98127 -17.85209 16.12787 0.20 -0.23 0.11
H 19.72989 -20.34992 16.56030 -0.11 0.66 -0.04
H 18.06759 -21.91869 15.68098 -0.18 0.07 0.15
C 15.92919 -11.38711 10.17767 0.37 1.48 0.72
C 14.87768 -12.26913 10.44830 -0.11 -0.70 1.45
C 15.26217 -12.95268 11.61979 -1.50 -1.89 -1.86
N 16.52690 -12.65427 11.91866 0.12 2.43 0.51
C 16.82583 -11.48842 11.21257 2.06 -1.81 -0.52
H 16.02436 -10.61692 9.42657 -0.29 -0.13 -0.08
H 13.94162 -12.34022 9.91432 0.09 -0.16 0.17
H 14.81212 -13.80329 12.11003 -0.28 0.11 -0.10
H 17.09657 -13.08531 12.63265 -0.33 0.35 -0.03
H 17.81724 -11.08756 11.36363 -0.13 0.30 -0.25